1.
Here is a molecular structure, C37H52N4O2P2S4SbTc in a non-equilibrium geometry from OMol25. Energies are from ωB97M-V/def2-TZVPD.

The calculation puts the HOMO-LUMO gap (alpha / beta) at 4.00 / 3.97 eV. As for the total charge: +2. The value obtained for the electronic energy is -119911.042 eV. Its LUMO energy (alpha / beta) is -0.31224 / -0.31312 Ha.

Each line ends with the Löwdin charge.
Cartesian coordinates (Å):
1 Tc 0.63226 -0.83817 -0.19461  0.70
2 C -0.72271 -2.36384 4.54053  -0.10
3 C -0.25700 -2.54796 3.09123  -0.50
4 C -1.31258 -3.39067 2.39144  -0.12
5 P 0.25141 -0.94700 2.26888  1.06
6 C 1.62988 -0.49494 3.47364  -0.48
7 C 1.54481 0.91656 4.06226  -0.07
8 C 3.02280 -0.81240 2.94163  -0.17
9 C -1.05320 0.29627 2.42604  -0.30
10 C -1.64933 0.61838 3.64011  -0.05
11 C -2.56092 1.66012 3.76772  -0.24
12 C -3.22717 1.96452 5.08087  -0.03
13 C -2.81712 2.42790 2.63025  0.00
14 C -2.22295 2.14891 1.41938  -0.01
15 C -1.35918 1.04537 1.27089  -0.32
16 N -0.75407 0.71919 0.04699  -0.15
17 C -0.98340 1.55433 -1.08915  -0.35
18 C -2.22680 1.88824 -1.60391  -0.02
19 C -2.30108 2.61812 -2.77814  0.01
20 C -1.16171 3.02668 -3.46998  -0.24
21 C -1.25761 3.79633 -4.76277  -0.03
22 C 0.08354 2.70309 -2.93085  -0.02
23 C 0.16266 1.99503 -1.74199  -0.31
24 P 1.58129 1.50346 -0.76100  1.08
25 C 3.17861 1.94533 -1.57823  -0.50
26 C 3.27646 3.46633 -1.79325  -0.08
27 C 3.47797 1.24191 -2.89963  -0.09
28 C 1.55272 2.55764 0.77925  -0.48
29 C 0.88154 3.92328 0.57277  -0.06
30 C 2.93326 2.68081 1.44038  -0.09
31 H -0.67217 -3.33960 5.02731  0.10
32 H -1.76383 -2.04248 4.56744  0.08
33 H -0.12653 -1.67873 5.14242  0.07
34 H 0.69923 -3.08450 3.09112  0.11
35 H -2.28344 -2.90012 2.43141  0.07
36 H -1.40182 -4.34400 2.91946  0.11
37 H -1.09116 -3.61863 1.35764  -0.02
38 H 1.45611 -1.20582 4.27455  0.08
39 H 1.31565 1.67598 3.31757  0.05
40 H 2.50474 1.17112 4.51784  0.10
41 H 0.78474 0.98543 4.84007  0.08
42 H 3.31875 -0.12242 2.14744  0.00
43 H 3.10755 -1.84248 2.57435  -0.03
44 H 3.75286 -0.69847 3.74611  0.11
45 H -1.38565 0.05923 4.52764  0.09
46 H -2.68658 1.52681 5.91798  0.08
47 H -4.24352 1.55978 5.09216  0.10
48 H -3.30972 3.04083 5.23818  0.09
49 H -3.48878 3.27812 2.70335  0.13
50 H -2.42876 2.79452 0.57936  0.10
51 H -3.13414 1.52098 -1.13538  0.13
52 H -3.27849 2.84434 -3.19016  0.13
53 H -2.29216 4.01980 -5.01850  0.08
54 H -0.81855 3.22859 -5.58636  0.09
55 H -0.71288 4.74017 -4.69442  0.09
56 H 0.97865 3.02919 -3.44773  0.10
57 H 3.92136 1.64408 -0.83713  0.09
58 H 2.55514 3.82255 -2.52810  0.08
59 H 4.27365 3.67410 -2.18629  0.10
60 H 3.15886 4.05269 -0.88917  0.05
61 H 2.66771 1.38225 -3.62421  0.08
62 H 3.66220 0.18444 -2.77165  0.04
63 H 4.38304 1.68460 -3.32388  0.10
64 H 0.92104 1.99496 1.46019  0.05
65 H 1.33976 4.50555 -0.22547  0.07
66 H 0.97193 4.49365 1.50106  0.10
67 H -0.17773 3.82475 0.34451  0.07
68 H 3.59972 3.35806 0.90891  0.08
69 H 3.43730 1.71676 1.53999  0.06
70 H 2.80386 3.08717 2.44488  0.09
71 S 4.02477 -4.17449 1.71863  -0.08
72 Sb 4.12544 -3.43503 -0.38050  0.65
73 S 2.83741 -1.14345 -0.06024  0.35
74 S 0.41522 -3.21678 -0.40587  0.29
75 S 1.77135 -4.40065 -1.09960  0.22
76 C 3.28794 -2.07775 -4.89753  0.02
77 N 2.00237 -1.59350 -4.36334  -0.03
78 C 0.97768 -1.21966 -5.20526  -0.02
79 C -0.21538 -0.85571 -4.73089  0.04
80 C -0.43822 -0.88188 -3.30208  -0.47
81 O -1.56164 -0.77553 -2.82771  0.03
82 N 0.67718 -1.05960 -2.46973  0.05
83 C 1.85677 -1.51129 -3.00161  -0.56
84 O 2.85081 -1.85682 -2.31117  -0.38
85 H 3.18247 -2.22301 -5.96775  0.10
86 H 3.55566 -3.02069 -4.43259  0.10
87 H 4.08276 -1.36010 -4.70433  0.10
88 H 1.19929 -1.26873 -6.26376  0.14
89 H -1.04282 -0.59941 -5.37601  0.13
90 N -2.18214 -1.70854 -0.19525  0.07
91 C -3.09209 -2.81607 -0.17825  -0.33
92 C -4.15910 -2.83824 0.71425  -0.05
93 C -5.04844 -3.90230 0.72029  -0.06
94 C -4.87690 -4.96121 -0.16046  -0.07
95 C -3.81762 -4.93904 -1.05298  -0.06
96 C -2.92866 -3.87018 -1.06751  -0.06
97 H -2.54966 -0.94563 0.35189  0.07
98 H -2.03195 -1.38032 -1.15003  0.03
99 H -4.30073 -2.00434 1.39756  0.12
100 H -5.88456 -3.89873 1.40833  0.11
101 H -5.57419 -5.79003 -0.15788  0.11
102 H -3.68337 -5.75662 -1.75177  0.11
103 H -2.12004 -3.84075 -1.79217  0.09

Forces on atoms 1 to 2 (eV/Å):
Tc 1.23 0.18 0.49
C 0.04 -0.09 0.13

2.
Here is a molecular structure, C37H52N5O2P3S2W from OMol25. Energies are from ωB97M-V/def2-TZVPD.

The calculation puts the HOMO-LUMO gap (alpha / beta) at 6.37 / 6.55 eV. As for the total charge: +2. The value obtained for the electronic energy is -102109.532 eV. Its multiplicity is 3. Its LUMO energy (alpha / beta) is -0.25177 / -0.24821 Ha.

Each line ends with the Löwdin charge.
Cartesian coordinates (Å):
1 W -0.00949 0.03970 -0.07978  1.05
2 C 0.49956 -1.65036 4.79522  -0.07
3 C 0.81932 -1.26607 3.34711  -0.52
4 C 1.20657 -2.52951 2.57534  -0.12
5 P -0.49362 -0.37165 2.41744  1.02
6 C -1.06867 1.12048 3.34528  -0.52
7 C 0.00401 1.74695 4.23866  -0.09
8 C -2.38010 0.90365 4.09725  -0.09
9 C -1.76057 -1.64120 2.21077  -0.29
10 C -2.33639 -2.37498 3.24835  -0.07
11 C -2.98329 -3.57132 2.99000  -0.04
12 C -3.02361 -4.06447 1.69223  -0.03
13 C -2.51306 -3.32009 0.64133  -0.02
14 C -1.93265 -2.08136 0.89558  -0.30
15 N -1.51027 -1.23553 -0.19061  -0.15
16 C -2.45899 -1.12257 -1.27910  -0.30
17 C -3.81252 -1.39914 -1.11071  -0.02
18 C -4.67800 -1.27662 -2.18668  -0.03
19 C -4.21338 -0.88376 -3.43210  -0.03
20 C -2.87620 -0.55882 -3.58663  -0.07
21 C -1.99940 -0.65200 -2.51201  -0.34
22 P -0.26683 -0.15665 -2.62950  1.01
23 C 0.38614 -1.59658 -3.59363  -0.51
24 C 0.23394 -2.87845 -2.77466  -0.10
25 C 1.77276 -1.47047 -4.20814  -0.08
26 C -0.15609 1.31061 -3.74284  -0.51
27 C -1.25371 2.34496 -3.49648  -0.09
28 C 1.20429 2.00375 -3.64945  -0.11
29 H 1.38344 -2.12270 5.22727  0.10
30 H -0.30159 -2.38440 4.84226  0.07
31 H 0.24203 -0.80366 5.42568  0.07
32 H 1.65161 -0.55477 3.36914  0.08
33 H 0.51442 -3.33921 2.80896  0.09
34 H 2.20519 -2.85949 2.86649  0.09
35 H 1.18669 -2.40446 1.48710  0.02
36 H -1.24260 1.83740 2.53743  0.06
37 H 0.11278 1.21429 5.18050  0.07
38 H -0.30293 2.76487 4.48025  0.09
39 H 0.98193 1.81156 3.75813  0.07
40 H -2.21837 0.29277 4.98742  0.08
41 H -3.14654 0.43740 3.48273  0.06
42 H -2.75883 1.86972 4.43273  0.10
43 H -2.27605 -2.01364 4.26438  0.10
44 H -3.43123 -4.13049 3.79912  0.12
45 H -3.47895 -5.02446 1.49073  0.12
46 H -2.59154 -3.68678 -0.37264  0.13
47 H -4.20253 -1.68147 -0.14575  0.13
48 H -5.72872 -1.48622 -2.04271  0.12
49 H -4.89151 -0.80787 -4.27012  0.12
50 H -2.51990 -0.21424 -4.55021  0.12
51 H -0.34026 -1.63884 -4.41566  0.12
52 H 0.74972 -2.81622 -1.81172  0.05
53 H 0.65992 -3.71705 -3.32551  0.10
54 H -0.81171 -3.10764 -2.57368  0.07
55 H 2.56073 -1.54036 -3.45800  0.04
56 H 1.91503 -0.55216 -4.77345  0.07
57 H 1.92132 -2.29843 -4.90220  0.10
58 H -0.26970 0.88949 -4.75001  0.12
59 H -1.06536 2.88695 -2.56727  0.07
60 H -2.25395 1.92672 -3.44484  0.05
61 H -1.22561 3.07651 -4.30449  0.10
62 H 1.39297 2.35050 -2.63048  0.05
63 H 1.19161 2.88016 -4.29754  0.10
64 H 2.03965 1.38321 -3.96402  0.06
65 C 5.40570 0.54495 0.04131  -0.16
66 N 4.92537 -0.35048 1.09055  -0.13
67 C 5.24168 -1.73048 0.72554  -0.16
68 N 4.69712 -2.11443 -0.57486  -0.13
69 C 5.18542 -1.17948 -1.58740  -0.16
70 N 4.87123 0.21413 -1.27754  -0.13
71 C 3.44884 0.48006 -1.36464  -0.32
72 P 2.49601 -0.56552 -0.15973  0.88
73 C 3.50698 -0.18863 1.35375  -0.30
74 C 3.25136 -2.22226 -0.56652  -0.29
75 H 6.49284 0.46740 0.00086  0.14
76 H 5.14259 1.57444 0.29108  0.14
77 H 4.86240 -2.40682 1.49351  0.13
78 H 6.32663 -1.83249 0.68031  0.14
79 H 4.76568 -1.44097 -2.56012  0.13
80 H 6.26980 -1.28058 -1.64455  0.14
81 H 3.09056 0.26506 -2.37178  0.06
82 H 3.24697 1.53391 -1.15904  0.07
83 H 3.22000 -0.87857 2.14804  0.07
84 H 3.29053 0.82962 1.68986  0.09
85 H 2.89388 -2.56594 -1.53660  0.07
86 H 2.93299 -2.94910 0.18364  0.09
87 O -3.62562 1.31901 1.03219  -0.24
88 S -3.07621 2.01790 -0.08409  0.69
89 O -3.61907 1.84358 -1.38836  -0.23
90 N -1.39847 1.66428 -0.08705  -0.28
91 C -0.66989 2.71900 0.22504  -0.78
92 S 0.97647 2.36739 0.43766  0.70
93 C -1.41581 3.97126 0.36043  -0.21
94 C -0.95067 5.25731 0.58529  0.02
95 C -1.89024 6.27607 0.67641  -0.02
96 C -3.25117 6.01291 0.54948  -0.01
97 C -3.72403 4.72093 0.32315  0.00
98 C -2.77738 3.72390 0.24044  -0.21
99 H 0.10763 5.45933 0.67942  0.13
100 H -1.56320 7.29211 0.84707  0.12
101 H -3.95747 6.82808 0.62627  0.13
102 H -4.78036 4.51769 0.21870  0.14

Forces on atoms 1 to 2 (eV/Å):
W -0.33 0.14 0.02
C 0.04 0.00 0.00